{"formula": "C43H53N4O28PY", "method": "ωB97M-V/def2-TZVPD", "largest_force_ha_per_bohr": 0.12163, "relative_energy_kj_mol": 81.5, "multiplicity": 2, "homo_lumo_gap_ev": [4.84, 2.72], "charge": 2, "s2": 0.77, "elements": ["C", "C", "C", "O", "C", "N", "H", "H", "H", "H", "H", "H", "H", "H", "H", "H", "H", "H", "Y", "P", "O", "O", "O", "O", "C", "O", "N", "C", "C", "H", "H", "H", "H", "H", "H", "H", "C", "O", "N", "C", "C", "H", "H", "H", "H", "H", "H", "H", "C", "O", "N", "C", "C", "H", "H", "H", "H", "H", "H", "H", "C", "C", "C", "O", "C", "C", "C", "O", "O", "O", "H", "H", "H", "H", "C", "C", "C", "O", "C", "C", "C", "O", "O", "O", "H", "H", "H", "H", "C", "C", "C", "O", "C", "C", "C", "O", "O", "O", "H", "H", "H", "H", "C", "C", "C", "O", "C", "C", "C", "O", "O", "O", "H", "H", "H", "H", "C", "C", "C", "O", "C", "C", "C", "O", "O", "O", "H", "H", "H", "H"], "xyz": [[-0.78, 3.38, 3.28], [0.21, 3.91, 2.21], [0.41, 5.42, 2.04], [1.35, 5.68, 1.06], [0.96, 6.55, -0.01], [1.49, 3.19, 2.34], [2.23, 3.76, 1.95], [1.86, 3.12, 3.27], [1.55, 2.36, 1.77], [-1.73, 3.17, 2.78], [-0.98, 4.23, 3.93], [-0.40, 2.54, 3.85], [-0.20, 3.50, 1.29], [0.57, 5.92, 2.99], [-0.49, 5.90, 1.65], [0.72, 7.53, 0.38], [0.06, 6.27, -0.55], [1.82, 6.65, -0.68], [-2.16, -0.98, 0.07], [-0.01, 0.49, 0.19], [1.34, 1.36, 0.34], [-0.48, -0.27, 1.35], [-0.14, -0.66, -0.81], [-1.34, 1.12, -0.26], [-2.23, -1.02, -3.50], [-2.45, -0.91, -2.26], [-2.65, -2.09, -4.27], [-2.66, -1.99, -5.74], [-3.42, -3.12, -3.65], [-1.64, -0.33, -4.13], [-3.60, -1.67, -6.18], [-2.46, -3.01, -6.09], [-1.86, -1.51, -6.31], [-2.84, -4.00, -3.92], [-3.46, -3.15, -2.56], [-4.36, -3.16, -4.21], [-3.26, 0.24, 3.11], [-3.15, -0.52, 2.18], [-3.25, -0.11, 4.41], [-3.67, 0.81, 5.48], [-2.53, -1.35, 4.73], [-3.58, 1.28, 2.92], [-3.30, 0.38, 6.41], [-4.72, 1.05, 5.66], [-2.99, 1.65, 5.40], [-3.13, -2.05, 5.32], [-2.19, -2.01, 3.94], [-1.64, -1.12, 5.33], [-1.46, -3.78, 2.22], [-1.68, -2.99, 1.27], [-1.99, -5.03, 2.32], [-1.06, -6.14, 2.63], [-3.02, -5.62, 1.44], [-0.85, -3.47, 3.08], [-1.53, -7.00, 3.12], [-0.25, -5.80, 3.26], [-0.64, -6.64, 1.75], [-3.50, -6.48, 1.90], [-3.74, -4.87, 1.09], [-2.51, -6.09, 0.60], [3.84, -1.08, -0.02], [4.37, 0.06, 0.41], [5.78, 0.21, 0.70], [6.30, 1.19, 1.28], [6.56, -0.99, 0.54], [6.06, -2.07, -0.06], [4.64, -2.22, -0.48], [4.12, -3.17, -1.10], [6.83, -3.10, -0.29], [3.63, 1.13, 0.87], [2.77, -0.98, -0.01], [7.54, -0.85, 0.95], [6.40, -3.94, -0.41], [2.68, 0.97, 0.85], [2.37, -1.45, 3.27], [1.46, -0.77, 4.04], [1.71, -0.49, 5.50], [1.04, 0.02, 6.38], [3.01, -0.84, 5.89], [3.94, -1.47, 5.17], [3.68, -1.90, 3.77], [4.51, -2.56, 3.11], [5.18, -1.82, 5.64], [0.25, -0.26, 3.64], [2.10, -1.45, 2.22], [3.37, -0.38, 6.80], [5.71, -2.40, 5.10], [0.29, -0.19, 2.68], [1.01, 1.87, -3.09], [1.18, 3.05, -2.56], [0.89, 4.39, -3.16], [1.08, 5.53, -2.81], [0.11, 4.13, -4.40], [-0.12, 2.95, -4.99], [0.39, 1.71, -4.38], [0.34, 0.59, -4.86], [-0.70, 2.72, -6.21], [1.74, 3.18, -1.28], [1.13, 1.04, -2.41], [-0.35, 5.01, -4.83], [-0.63, 1.79, -6.42], [1.57, 2.37, -0.79], [2.29, -3.62, -3.43], [1.34, -2.92, -2.84], [0.25, -3.66, -2.10], [-0.69, -3.18, -1.42], [0.28, -5.13, -2.20], [1.25, -5.79, -2.91], [2.41, -5.12, -3.55], [3.25, -5.75, -4.26], [1.26, -7.14, -3.01], [1.39, -1.56, -2.79], [3.15, -3.07, -3.81], [-0.60, -5.62, -1.82], [2.16, -7.42, -3.18], [0.87, -1.22, -2.05], [-2.94, 3.05, -2.59], [-2.47, 3.92, -1.69], [-3.05, 5.31, -1.47], [-2.69, 6.15, -0.59], [-4.08, 5.62, -2.44], [-4.45, 4.80, -3.40], [-3.89, 3.40, -3.65], [-4.15, 2.57, -4.54], [-5.45, 5.17, -4.31], [-1.56, 3.54, -0.74], [-2.51, 2.06, -2.67], [-4.62, 6.54, -2.33], [-5.79, 4.44, -4.83], [-1.32, 2.61, -0.75]]}